No. 1
The following is a quantum chemistry calculation of one molecule with the formula C25H26N2O5 at a distorted geometry, from OMol25.

```
58
Properties=species:S:1:pos:R:3:forces:R:3
C -0.95135 -2.11832 -1.50342 0.02 0.19 0.10
C -0.97202 -0.96255 -0.51063 -0.05 -0.06 0.03
H 0.01680 -0.85362 -0.05791 0.02 0.10 0.02
H -1.17781 -0.04413 -1.06512 0.05 0.07 0.01
C -2.01172 -1.12264 0.61857 0.13 0.01 -0.04
C -3.40532 -1.26182 0.03932 -0.04 0.11 0.10
C -4.01283 -2.50452 -0.07908 -0.05 0.10 0.02
C -5.27004 -2.65305 -0.63864 -0.10 -0.10 -0.06
C -5.95243 -1.54284 -1.09942 0.09 -0.11 0.05
C -5.37572 -0.29173 -0.99643 -0.10 0.15 -0.08
C -4.11151 -0.14307 -0.43635 -0.34 -0.29 -0.16
N -3.52546 1.12502 -0.33287 0.56 -0.29 0.40
C -3.91751 2.31775 -0.83067 0.45 0.32 0.22
O -4.92021 2.55337 -1.46463 -0.15 0.13 -0.12
C -2.91562 3.44313 -0.51050 -0.33 0.29 -0.53
H -2.54862 3.85435 -1.45797 -0.16 -0.09 0.20
H -3.43403 4.22868 0.04442 0.05 -0.15 -0.05
O -1.82570 2.99417 0.27761 0.05 -0.01 0.31
C -0.63692 2.79817 -0.34674 0.00 0.12 -0.41
O -0.43495 3.11203 -1.48939 0.01 -0.08 0.18
C 0.33319 2.11921 0.54107 0.27 -0.22 0.38
C 1.53629 1.69147 -0.01117 -0.14 0.15 -0.12
C 2.45744 0.99890 0.76480 -0.50 0.20 0.06
C 2.17349 0.72943 2.11560 -0.02 0.01 -0.08
C 0.97082 1.17340 2.64572 0.07 -0.02 -0.08
C 0.05007 1.86128 1.87922 -0.09 0.12 -0.21
H -0.87553 2.20272 2.31457 -0.08 0.01 0.03
H 0.75038 0.97122 3.68388 0.01 -0.03 0.10
C 3.14218 -0.02447 2.97882 -0.08 0.05 -0.07
H 3.35250 -1.01061 2.56333 0.08 -0.08 0.01
H 4.08353 0.51790 3.07725 0.12 -0.02 0.04
H 2.72942 -0.15967 3.97509 0.03 -0.02 0.04
N 3.67208 0.55777 0.24458 0.29 -0.19 0.36
C 4.11542 0.58195 -1.05066 0.02 -0.10 0.30
O 3.49188 0.99020 -2.00604 0.07 0.00 -0.06
C 5.47681 0.03614 -1.18201 0.47 0.01 -1.23
C 6.25531 -0.09600 -2.30299 -0.68 0.17 0.64
C 7.47068 -0.67074 -1.87427 0.07 -0.12 0.57
C 7.34832 -0.84715 -0.52905 0.56 -0.14 -0.59
O 6.15127 -0.42591 -0.09670 -0.38 0.11 0.30
H 8.01947 -1.24840 0.20490 0.01 -0.03 0.16
H 8.31737 -0.91788 -2.48045 0.21 -0.08 -0.06
H 5.97594 0.18770 -3.29606 -0.13 0.09 -0.19
H 4.31223 0.15672 0.91543 -0.04 0.05 -0.17
H 1.73927 1.89171 -1.05074 0.00 0.00 -0.01
H -2.66382 1.15342 0.19622 -0.21 0.09 -0.14
H -5.89325 0.58153 -1.35623 -0.02 0.04 0.00
H -6.93249 -1.64558 -1.53975 -0.09 0.00 -0.04
H -5.70982 -3.63627 -0.71522 -0.04 -0.08 -0.01
H -3.49629 -3.38463 0.26789 0.09 -0.08 0.07
C -1.62151 -2.25597 1.56837 -0.10 0.26 -0.08
H -1.48312 -3.19705 1.04579 0.01 -0.14 -0.02
H -0.68316 -2.00316 2.05910 0.09 -0.01 0.04
H -2.38457 -2.39018 2.33181 -0.04 -0.08 0.09
H -1.97290 -0.20964 1.22967 -0.01 -0.06 -0.03
H -0.23425 -1.90655 -2.29271 0.06 -0.05 -0.10
H -0.66016 -3.04935 -1.02409 0.02 -0.15 0.00
H -1.93152 -2.25186 -1.95510 -0.05 -0.07 -0.10
```
Forces are in eV/Å.

Results
HOMO energy, eV: -8.36
Spin multiplicity: 1
Structure (SMILES): CC[C@H](C)c1ccccc1NC(=O)COC(=O)c1ccc(C)c(NC(=O)c2ccco2)c1
Orbital gap, Ha: 0.3121
Charge: 0


No. 2
The following is a quantum chemistry calculation of one molecule with the formula C25H26N2O5S, from OMol25.

```
59
Properties=species:S:1:pos:R:3:forces:R:3
C -6.52334 -3.82567 0.78125 0.00 -0.01 -0.03
C -5.56258 -2.69628 0.57165 0.06 0.06 -0.04
C -4.91343 -2.54419 -0.64848 -0.03 -0.03 0.05
C -4.02354 -1.50880 -0.83901 0.00 0.06 0.09
C -3.76013 -0.58536 0.17299 -0.29 -0.34 0.01
C -4.41787 -0.71815 1.40269 0.13 0.03 -0.11
C -5.29866 -1.77733 1.57575 -0.02 -0.06 -0.13
H -5.79853 -1.88556 2.52865 -0.04 -0.01 0.11
C -4.18817 0.23780 2.53028 -0.11 0.04 0.14
H -3.12911 0.45424 2.65051 0.03 0.07 0.08
H -4.57767 -0.16797 3.46119 -0.01 -0.06 0.06
H -4.68826 1.18081 2.31991 0.04 0.07 0.10
C -2.80464 0.50043 -0.09053 0.20 0.35 -0.05
N -3.05677 1.69151 0.39547 -0.45 -0.42 0.01
C -2.21195 2.70705 0.15606 0.66 0.23 -0.33
C -2.53123 3.96804 0.70373 0.12 0.21 -0.01
C -1.70796 5.03862 0.49841 -0.24 -0.08 0.12
C -0.53364 4.89428 -0.25592 0.18 -0.16 -0.13
C -0.19399 3.68541 -0.80087 0.18 0.33 -0.02
C -1.02340 2.56310 -0.61826 -0.34 -0.16 0.15
C -0.75799 1.26016 -1.12722 -0.51 -0.18 0.23
C -1.64354 0.24359 -0.85968 0.37 0.35 -0.09
H -1.44793 -0.75257 -1.22276 0.02 -0.05 0.01
C 0.44107 0.97437 -1.95292 0.33 0.18 -0.31
O 1.03175 1.76351 -2.64895 -0.21 -0.10 0.15
O 0.81152 -0.31381 -1.83105 -0.12 -0.18 0.27
C 1.91526 -0.75805 -2.60499 0.32 -0.05 -0.61
H 1.54566 -1.47176 -3.34827 0.12 0.12 0.19
H 2.36639 0.09798 -3.12407 -0.05 -0.22 0.10
C 2.95823 -1.49190 -1.76710 -0.29 0.17 -0.07
O 3.30292 -2.61766 -2.07680 0.01 -0.24 -0.24
N 3.49469 -0.84444 -0.70731 0.16 -0.08 0.22
C 3.15936 0.51794 -0.35022 -0.33 0.30 -0.02
H 3.92128 0.94745 0.29484 -0.14 0.03 -0.14
H 3.09004 1.13794 -1.24416 0.00 0.03 0.05
H 2.20089 0.56398 0.17594 0.06 0.09 0.04
C 4.43862 -1.62861 0.08580 -0.04 -0.68 -0.45
C 4.53872 -1.19626 1.53162 0.53 0.50 -0.17
H 4.84371 -2.01933 2.17001 0.06 -0.05 0.02
H 3.64411 -0.72748 1.92426 -0.02 0.12 0.10
S 5.92384 0.01154 1.56361 0.04 0.26 0.16
O 5.41971 1.34841 1.74609 -0.16 0.15 -0.15
O 6.92963 -0.44048 2.48054 0.25 -0.45 0.01
C 6.47890 -0.23257 -0.16127 -0.34 -0.06 0.69
C 5.86239 -1.56671 -0.50972 -0.20 -0.37 -0.25
H 5.81054 -1.73656 -1.58514 0.04 -0.03 0.06
H 6.45354 -2.36802 -0.06404 0.04 -0.07 -0.04
H 6.09596 0.59002 -0.75647 -0.07 0.11 -0.01
H 7.56277 -0.23890 -0.16995 0.09 0.09 0.10
H 4.08868 -2.66604 0.00654 0.13 0.27 0.15
H 0.70579 3.58548 -1.38584 0.02 0.03 -0.02
H 0.10779 5.74992 -0.40530 0.07 0.05 -0.03
H -1.95374 6.00340 0.91705 -0.05 0.06 0.05
H -3.43777 4.04853 1.28263 -0.10 0.00 0.05
H -3.54484 -1.39414 -1.80075 0.06 0.00 -0.09
H -5.10892 -3.24178 -1.44999 -0.02 -0.07 -0.10
H -6.02768 -4.78103 0.61316 -0.03 -0.09 0.02
H -6.92612 -3.81484 1.79068 -0.05 -0.04 0.05
H -7.35036 -3.75329 0.07578 -0.08 -0.05 0.00
```
Forces are in eV/Å.

Results
HOMO energy, eV: -8.54
Spin multiplicity: 1
Structure (SMILES): Cc1ccc(-c2cc(C(=O)OCC(=O)N(C)[C@H]3CCS(=O)(=O)C3)c3ccccc3n2)c(C)c1
Orbital gap, Ha: 0.2941
Charge: 0


No. 3
The following is a quantum chemistry calculation of C25H26N4PtSSe2 as an isolated structure, from OMol25.

```
59
Properties=species:S:1:pos:R:3:forces:R:3
Pt 1.00689 -0.56261 0.02091 -0.22 0.05 0.13
N 4.55114 -2.27771 1.90465 -0.01 0.02 -0.01
C 3.40980 -1.64575 1.58438 0.00 0.01 0.06
S 3.32855 -0.99420 -0.06383 0.03 0.01 -0.03
N 2.47417 -1.53614 2.47985 0.01 0.00 0.02
N 1.37926 -0.86138 2.02035 0.10 -0.07 -0.14
C 0.55283 -0.26115 2.83098 -0.01 0.05 0.07
C 0.60555 -0.33623 4.29623 -0.02 -0.04 -0.03
C 0.51432 0.83358 5.05212 0.00 -0.01 -0.01
C 0.54776 0.76544 6.43525 0.00 0.01 0.00
C 0.65085 -0.46655 7.06486 0.00 0.00 0.01
C 0.73488 -1.63315 6.31479 0.00 0.00 -0.01
C 0.72455 -1.57231 4.93283 0.00 0.02 0.02
C -0.44201 0.55624 2.12709 0.03 -0.02 -0.01
C -1.60738 1.03018 2.62631 -0.03 0.00 0.00
C -2.57209 1.65614 1.74666 -0.02 0.00 0.00
C -2.27729 1.91186 0.46582 0.04 -0.01 0.01
C -0.89815 1.63973 -0.05475 -0.02 -0.07 0.09
N -0.18256 0.69110 0.77045 0.05 0.00 -0.09
H 5.33925 -2.25129 1.28185 0.00 0.00 0.00
H 4.72069 -2.49536 2.87412 -0.01 -0.01 0.00
H 0.44965 1.79561 4.55884 0.00 0.00 0.01
H 0.49575 1.67285 7.02105 0.00 0.00 0.00
H 0.66965 -0.51870 8.14512 0.00 0.00 0.00
H 0.81291 -2.59098 6.81060 0.00 0.00 0.00
H 0.80225 -2.47687 4.34616 0.00 -0.01 0.00
H -1.84112 0.87931 3.67133 0.01 0.00 0.00
H -3.54199 1.91758 2.14598 0.00 0.00 0.00
H -2.97656 2.41465 -0.18984 0.01 0.01 -0.01
H -0.37013 2.61265 0.01457 0.01 0.01 -0.01
C 2.24344 -3.54945 -1.81954 0.01 -0.01 0.00
Se 0.77363 -2.88971 -0.73801 0.00 0.02 -0.03
C -0.56827 -2.67967 -2.14515 0.00 0.01 -0.02
C -0.11131 -2.08850 -3.46404 -0.02 -0.03 0.00
Se 0.87274 -0.38951 -3.33421 0.05 -0.01 -0.03
C 0.06429 0.50719 -4.85110 -0.03 0.00 -0.02
H 1.86820 -4.41968 -2.35587 -0.02 0.01 0.00
H 3.02695 -3.85037 -1.13136 0.00 0.01 0.00
H 2.62108 -2.78540 -2.49200 0.00 0.00 0.00
H -1.35450 -2.08656 -1.68229 0.01 0.01 0.00
H -0.96283 -3.67907 -2.33432 0.01 0.00 0.01
H -0.97990 -1.88505 -4.09054 0.00 0.00 0.01
H 0.55602 -2.75541 -4.00717 0.01 0.00 0.01
H -1.01754 0.50397 -4.76714 0.01 -0.01 -0.01
H 0.41198 -0.04765 -5.72141 0.00 -0.01 0.00
H 0.44858 1.52280 -4.87214 0.01 -0.01 0.00
C 0.20538 0.24972 -1.66969 0.04 0.00 0.00
C -0.68883 1.23198 -1.49812 -0.03 0.09 -0.01
C -1.41275 2.00505 -2.53739 -0.02 -0.04 0.00
C -0.89342 3.19777 -3.03181 0.00 0.00 0.00
C -1.58569 3.90204 -4.00783 0.01 0.01 0.00
C -2.79843 3.42363 -4.48427 0.00 0.00 0.00
C -3.33074 2.24530 -3.97590 0.00 0.00 0.00
C -2.64336 1.53925 -2.99902 0.00 0.02 0.01
H 0.05477 3.57158 -2.66200 0.00 0.00 0.00
H -1.17799 4.82678 -4.39355 0.00 0.00 0.00
H -3.33603 3.97582 -5.24308 0.00 0.00 0.00
H -4.28407 1.88087 -4.33466 0.00 0.00 0.00
H -3.06285 0.62576 -2.59110 0.00 0.00 -0.01
```
Forces are in eV/Å.

Results
HOMO energy (spin up / spin down), eV: -13.46 / -13.46
Spin multiplicity: 1
Orbital gap (spin up / spin down), Ha: 0.2095 / 0.2096
Charge: +2


No. 4
The following is a quantum chemistry calculation of C25H27AsF9N5SV as an isolated structure at a distorted geometry, from OMol25.

```
69
Properties=species:S:1:pos:R:3:forces:R:3
V 0.59644 0.63773 -0.60997 -0.34 -0.62 0.50
C 3.29134 0.70163 -1.63087 0.59 -0.65 -0.11
C 3.58644 0.26733 -0.18757 0.62 -0.20 -0.63
N 2.35524 0.43513 0.59583 -0.04 -0.87 0.39
C 2.49524 1.26843 1.78663 -0.36 0.64 0.60
C 1.23014 2.12193 1.93813 0.19 -0.10 0.69
N 0.71754 2.45083 0.60343 -0.65 0.17 0.28
C 1.50464 3.51193 -0.04417 0.33 0.23 -0.32
C 2.58934 2.93793 -0.97377 -0.23 0.43 0.28
N 2.18634 1.65593 -1.57757 -0.03 0.03 -1.05
H 4.18584 1.13193 -2.09767 -0.12 -0.02 0.06
H 2.97094 -0.15187 -2.23627 0.13 0.19 0.13
H 3.93224 -0.76907 -0.17177 -0.09 0.19 -0.03
H 4.38344 0.88823 0.23253 -0.20 -0.13 0.09
H 1.99914 -0.48467 0.84853 0.43 -0.20 0.24
H 2.66824 0.68023 2.69653 -0.01 0.08 -0.19
H 3.35724 1.93133 1.67483 -0.05 -0.21 -0.11
H 0.46254 1.56563 2.47273 0.18 0.23 -0.09
H 1.44654 3.03003 2.51653 0.00 -0.12 -0.11
H -0.23176 2.80113 0.71793 0.10 0.00 -0.05
H 0.82544 4.14613 -0.61047 0.04 -0.10 0.10
H 1.98534 4.14123 0.71373 -0.09 -0.03 -0.08
H 2.81474 3.67833 -1.74777 0.06 -0.12 0.06
H 3.51314 2.78193 -0.41737 -0.05 -0.03 -0.05
H 1.87264 1.80723 -2.53447 0.04 0.09 0.15
S -3.35426 -0.95537 -2.31617 0.53 0.14 0.34
C -2.76856 -2.26857 -1.35287 0.23 0.23 0.22
C -3.31806 -3.53547 -1.27817 0.04 -0.10 0.03
C -2.72256 -4.45537 -0.44237 -0.03 0.05 -0.11
C -1.59516 -4.10137 0.29403 0.07 0.11 0.05
C -1.05026 -2.83567 0.22113 0.00 0.27 0.07
C -1.62446 -1.88117 -0.62297 -0.68 -1.24 0.06
N -1.23176 -0.58287 -0.86777 0.15 0.89 -0.57
C -2.04246 0.00083 -1.70777 -0.66 -0.54 -0.17
C -1.79836 1.33673 -2.16677 -0.07 0.84 -0.31
C -2.77326 2.02873 -2.89007 0.26 -0.18 0.18
C -2.48896 3.27133 -3.41237 0.03 0.02 -0.03
C -1.20096 3.76203 -3.28187 0.03 0.01 0.02
C -0.24496 3.05953 -2.56007 -0.12 0.06 -0.07
C -0.51866 1.85633 -1.90897 -0.27 -0.17 -0.29
H -4.17166 -3.78687 -1.88467 -0.18 -0.10 -0.01
H -3.12336 -5.45327 -0.36857 -0.03 -0.12 -0.01
H -1.11726 -4.84417 0.91433 0.03 -0.02 0.11
H -0.17466 -2.60227 0.80423 0.04 -0.08 -0.22
H -3.73686 1.56933 -3.04097 -0.24 0.05 -0.05
H -3.24266 3.83473 -3.93617 -0.09 0.05 -0.13
H -0.92246 4.69623 -3.74647 -0.03 0.10 -0.05
H 0.73614 3.50613 -2.55397 0.19 0.06 0.07
F -2.09196 -2.35537 5.94993 0.22 -0.07 -0.02
C -2.84666 -1.68967 5.07473 -0.24 -0.09 0.24
F -3.84126 -2.50197 4.70053 -0.01 -0.02 -0.21
F -3.40336 -0.66147 5.73053 0.02 0.16 -0.10
C -2.04866 -1.20167 3.88813 0.08 0.05 -0.08
C -2.63626 -0.33047 2.97803 0.31 -0.08 0.03
C -1.85326 0.14953 1.94003 -0.33 0.07 0.14
N -0.57986 -0.19067 1.77233 0.45 -0.12 -0.38
C -0.04486 -1.05507 2.62783 -0.02 0.03 0.35
C -0.72956 -1.58797 3.70773 -0.18 0.14 -0.05
H -3.66436 -0.02287 3.08263 -0.09 0.06 0.01
H -2.26296 0.84573 1.21713 -0.06 -0.04 -0.03
H 0.98844 -1.33717 2.46713 0.08 -0.06 -0.01
H -0.24476 -2.27187 4.38673 0.02 -0.03 0.03
F 1.28294 -1.35357 -1.20607 0.10 0.20 0.15
As 1.87394 -3.07397 -1.97837 0.27 1.74 0.81
F 3.48634 -2.54977 -1.46177 -0.87 -0.30 -0.40
F 2.09394 -2.10247 -3.41767 -0.07 -0.70 0.63
F 2.39964 -4.54557 -2.58927 0.03 -0.14 -0.22
F 1.66134 -3.65957 -0.33867 -0.11 0.17 -0.95
F 0.20804 -3.28997 -2.38397 0.74 -0.11 0.20
```
Forces are in eV/Å.

Results
HOMO energy (spin up / spin down), eV: -11.10 / -11.13
Spin multiplicity: 3
Orbital gap (spin up / spin down), Ha: 0.2919 / 0.2939
Charge: +1


Number 1: DFT total energy -1454.0304 a.u.. Number 2: DFT total energy -1852.1918 a.u.. Number 3: DFT total energy -6507.0321 a.u.. Number 4: DFT total energy -5719.4014 a.u..